No. 1
Molecular formula: C42H126MgO25S
Method: DFT, wB97M-V/def2-TZVPD

Properties
orbital gap = 9.3 eV
calculated total energy = -113066.52163 eV
lowest unoccupied orbital energy = 0.0 eV

XYZ file:
```
195
C42H126MgO25S wB97M-V/def2-TZVPD
Mg -2.12777 1.12378 1.37352
S -0.56209 -0.56323 0.14375
O -0.87965 -1.20587 -1.12420
O -0.65395 0.92168 -0.00722
O -1.71873 -0.83299 1.11790
O 0.74120 -1.04430 0.70403
C -1.14317 -3.11858 -5.74985
C -1.95685 -2.12171 -4.95602
O -2.28598 -2.70774 -3.66364
H -0.95529 -2.88883 -6.81374
H -1.69219 -4.11524 -5.70063
H -0.15754 -3.28883 -5.29000
H -2.93977 -2.04151 -5.39379
H -1.38819 -1.19917 -4.86452
H -1.39034 -2.90811 -3.35747
C -0.24030 0.70303 5.21858
C -0.83174 0.33736 3.86895
O -0.79880 1.39814 2.93242
H 0.71504 1.24814 5.20647
H -0.14727 -0.20227 5.79116
H -0.90918 1.32644 5.80092
H -1.81106 0.00011 3.97520
H -0.29407 -0.53539 3.47282
H 0.11330 1.46036 2.63828
C 3.45211 0.48364 -5.21586
C 2.56531 -0.59546 -5.84057
O 1.89527 -1.41613 -4.90177
H 3.77281 1.20059 -5.95502
H 4.22861 0.06665 -4.68672
H 2.86770 0.99856 -4.45499
H 3.32087 -1.24439 -6.34695
H 1.83933 -0.18132 -6.55241
H 1.26043 -0.88342 -4.38983
C 4.48805 -0.72585 -2.01951
C 3.17485 -1.41437 -2.00811
O 2.92725 -1.81798 -0.65780
H 5.19063 -1.45508 -1.63385
H 4.49832 0.04908 -1.27122
H 4.65213 -0.32220 -3.01134
H 2.99086 -2.21769 -2.66653
H 2.46981 -0.63632 -2.32967
H 2.07983 -1.51492 -0.32516
C 6.87231 2.33027 -3.06057
C 7.83629 2.53781 -1.95570
O 8.76887 3.52927 -2.27868
H 6.01068 1.65139 -2.80194
H 7.27056 1.86614 -4.00045
H 6.36817 3.23340 -3.34446
H 8.32923 1.61624 -1.68090
H 7.43088 2.88869 -1.01073
H 9.39109 3.25160 -2.92052
C -2.15731 -4.42459 -0.02943
C -3.61394 -3.91435 0.09175
O -3.88152 -2.79193 0.91445
H -1.77397 -4.75452 0.96977
H -1.43811 -3.76320 -0.51828
H -2.24216 -5.26051 -0.70686
H -4.08216 -4.78087 0.48819
H -3.99182 -3.66585 -0.89605
H -3.17614 -2.13539 0.69390
C 7.25448 -2.66330 0.86063
C 5.69833 -2.78802 0.92112
O 5.02367 -1.59575 1.35962
H 7.71402 -2.44221 1.78512
H 7.56189 -1.96225 0.13669
H 7.56057 -3.65034 0.60773
H 5.39664 -3.64170 1.50919
H 5.36000 -2.94227 -0.06970
H 4.26444 -1.43028 0.74983
C 2.89609 3.22977 2.34515
C 2.95387 1.79926 1.90110
O 1.66511 1.18454 2.00488
H 2.35438 3.13356 3.29645
H 2.36421 3.88402 1.62420
H 3.90288 3.56402 2.48924
H 3.62387 1.27266 2.58910
H 3.34161 1.65325 0.87227
H 1.58549 0.32142 1.54865
C -1.29326 1.67396 -4.82620
C -1.26767 0.89412 -3.52097
O -0.07852 0.05585 -3.54310
H -1.95432 2.55081 -4.77050
H -1.38832 1.00443 -5.66888
H -0.26155 2.05938 -4.89320
H -2.11996 0.25767 -3.24615
H -1.19625 1.56067 -2.69799
H -0.05488 -0.36144 -2.66735
C 2.05863 -3.42502 2.65358
C 1.68872 -4.28618 1.44534
O 2.88913 -4.47600 0.65488
H 1.18655 -3.05856 3.15355
H 2.62822 -2.55376 2.32947
H 2.70208 -4.00999 3.34719
H 0.90535 -3.70652 0.82955
H 1.21975 -5.26167 1.77145
H 3.10747 -3.64040 0.23337
C -0.67429 5.33186 -4.22413
C 0.07023 5.96045 -5.33058
O -0.75838 6.06247 -6.48688
H -0.81509 4.29055 -4.38482
H -1.66472 5.74200 -4.08628
H -0.08507 5.49612 -3.31583
H 0.96677 5.35894 -5.55711
H 0.34996 6.94066 -5.01596
H -0.29736 6.48596 -7.20088
C -4.95444 2.21540 -1.62202
C -4.75086 1.88504 -0.14752
O -3.59825 1.02063 -0.03045
H -5.22360 1.22858 -2.11468
H -4.05141 2.56225 -2.05379
H -5.82500 2.85466 -1.80302
H -5.70189 1.55216 0.34474
H -4.29619 2.76904 0.30424
H -3.59500 0.26953 -0.67596
C -3.25689 -4.01652 4.40855
C -1.88492 -4.05549 3.86736
O -1.36445 -2.72359 3.81582
H -3.25547 -3.72304 5.45318
H -3.72977 -5.02596 4.36221
H -3.86278 -3.35381 3.75838
H -1.88499 -4.50161 2.88485
H -1.17667 -4.67269 4.43589
H -1.40295 -2.46412 2.89673
C 2.62927 4.54481 -2.44962
C 2.07482 3.21948 -2.08546
O 1.27398 3.30590 -0.88433
H 1.88581 5.32907 -2.67863
H 3.24676 4.48214 -3.33501
H 3.34986 4.84477 -1.72382
H 2.95547 2.58051 -1.98510
H 1.48496 2.80614 -2.90466
H 1.26720 2.42853 -0.48850
C -0.92429 4.95138 0.30461
C -2.15046 4.13604 0.14977
O -2.29617 3.27186 1.28785
H -1.26901 5.86395 0.82018
H -0.49300 5.41014 -0.56774
H -0.18811 4.34952 0.81121
H -2.05175 3.53388 -0.77240
H -3.06728 4.76807 0.17425
H -2.11666 3.78589 2.09589
C -0.07862 4.88009 5.20401
C -1.55464 4.59891 5.08356
O -2.03010 4.70457 3.75377
H 0.47532 4.17922 4.56981
H 0.29234 4.77958 6.22384
H 0.20578 5.90634 4.88509
H -2.26554 5.18881 5.69641
H -1.61274 3.59896 5.30465
H -2.37898 5.58183 3.51015
C -6.12723 -1.28194 -1.05989
C -5.22965 -1.39579 -2.32598
O -3.95783 -1.13028 -1.83559
H -5.60785 -1.90419 -0.31618
H -7.19209 -1.42430 -1.21495
H -6.03840 -0.27967 -0.63138
H -5.49360 -0.71497 -3.09095
H -5.33994 -2.38105 -2.78764
H -3.25192 -1.55051 -2.30478
C 0.45733 -5.42526 -3.11615
C 1.10967 -4.24634 -2.46715
O 0.13813 -3.20147 -2.57323
H -0.41751 -5.73010 -2.50208
H 1.16634 -6.25764 -3.20462
H 0.16118 -5.09843 -4.12400
H 2.00959 -3.98027 -3.05271
H 1.32779 -4.45052 -1.44038
H 0.18252 -2.45649 -1.94952
C -4.12439 0.30789 5.02954
C -3.79065 1.43610 4.02763
O -3.74663 0.90640 2.69520
H -3.64978 -0.58364 4.65286
H -5.16828 0.03401 5.11275
H -3.81546 0.64968 6.04870
H -2.80803 1.87085 4.19586
H -4.47697 2.30481 4.00237
H -4.51489 0.36437 2.47705
C -7.11268 -2.95544 3.34908
C -7.08966 -1.53453 2.83698
O -5.77867 -1.09362 2.48956
H -8.06694 -3.27148 3.75576
H -6.48248 -3.01853 4.21925
H -6.86516 -3.67038 2.56748
H -7.36431 -0.85541 3.63274
H -7.77691 -1.50952 2.04046
H -5.28621 -1.74595 1.92192
C 5.15506 -1.60247 6.20060
C 4.72305 -1.50958 4.70126
O 5.01482 -0.35727 3.96626
H 6.18751 -1.68625 6.26209
H 4.51526 -2.47167 6.55123
H 4.80382 -0.69511 6.68091
H 3.68287 -1.77053 4.71296
H 5.23418 -2.33261 4.20879
H 5.19084 -0.55669 3.05175
```

=====

No. 2
Molecular formula: C42H28N6NiO9S2
Method: DFT, wB97M-V/def2-TZVPD

Properties
orbital gap (alpha / beta) = 6.5 / 6.5 eV
multiplicity = 3
calculated total energy = -134082.99237 eV
lowest unoccupied orbital energy (alpha / beta) = -1.6 / -1.5 eV

XYZ file:
```
88
C42H28N6NiO9S2 wB97M-V/def2-TZVPD
Ni 2.60844 -0.23282 0.36564
C -1.27377 -7.47887 -2.86121
C -0.81323 -6.12526 -2.39991
C -0.94653 -5.00584 -3.20976
C -0.50712 -3.76050 -2.77904
C 0.05151 -3.63874 -1.51787
C 0.19955 -4.74584 -0.68863
C -0.22887 -5.97802 -1.13752
S 0.53748 -2.00607 -1.03708
O 1.85893 -2.10000 -0.30284
C -0.64449 -1.66340 0.26173
C -0.39294 -2.16452 1.55634
C -1.18888 -1.76550 2.58502
C -2.24921 -0.84853 2.36941
C -3.07193 -0.41341 3.43647
C -4.05637 0.50915 3.22923
C -4.26466 1.04656 1.94109
C -3.48943 0.64596 0.89034
C -2.46612 -0.31725 1.07560
C -1.61816 -0.73632 0.01129
C -1.74543 -0.11335 -1.33942
C -2.78295 -0.56525 -2.21260
C -3.68632 -1.58482 -1.81879
C -4.65939 -2.01771 -2.67258
C -4.78394 -1.45580 -3.96084
C -3.92469 -0.47740 -4.36958
C -2.90084 -0.01271 -3.51010
C -1.97918 0.97774 -3.93271
C -0.98304 1.39125 -3.10665
C -0.87421 0.84233 -1.80681
S 0.55764 1.39414 -0.91371
O 1.73452 1.01922 -1.67093
C 0.42662 3.13852 -0.85393
C -0.54539 3.71407 -0.04846
C -0.61400 5.09362 0.02401
C 0.27424 5.89460 -0.69245
C 0.20427 7.39237 -0.60492
C 1.24187 5.28454 -1.48959
C 1.32743 3.90669 -1.57884
H -1.66180 -7.44152 -3.87767
H -2.06097 -7.86237 -2.20993
H -0.45264 -8.19644 -2.83625
H -1.38423 -5.10537 -4.19527
H -0.59623 -2.89160 -3.42061
H 0.66392 -4.64349 0.28316
H -0.10840 -6.84831 -0.50367
H 0.47172 -2.79036 1.73156
H -0.99085 -2.11704 3.58988
H -2.89800 -0.82468 4.42319
H -4.67894 0.83468 4.05214
H -5.04596 1.77946 1.78695
H -3.65829 1.06039 -0.09621
H -3.59263 -2.02358 -0.83411
H -5.33934 -2.79993 -2.36210
H -5.56238 -1.80733 -4.62513
H -4.00807 -0.04474 -5.35884
H -2.06900 1.39040 -4.92954
H -0.26335 2.12830 -3.43949
H -1.22593 3.09318 0.52307
H -1.36173 5.55906 0.65366
H -0.58441 7.71607 0.07168
H 0.01225 7.82732 -1.58682
H 1.15020 7.80079 -0.24694
H 1.94595 5.89700 -2.03899
H 2.09327 3.42558 -2.17267
O 4.64712 4.11187 5.35628
N 4.35312 3.01905 5.79964
O 4.40546 2.70800 6.97350
C 3.87130 2.01436 4.85576
C 3.80397 2.31614 3.52138
C 3.34575 1.33462 2.64891
C 2.93723 0.02364 3.06540
O 2.58913 -0.85571 2.23302
C 2.98270 -0.17975 4.48600
C 3.46207 0.76733 5.34458
N 2.47940 -1.42379 5.07279
O 1.57396 -1.99210 4.49755
O 2.96281 -1.77783 6.13074
N 3.19382 1.55118 1.28176
O 0.54640 0.87403 0.44767
O 3.40233 2.64707 0.81793
H 4.09947 3.28500 3.14423
H 3.51087 0.56002 6.40366
N 6.38921 0.73669 -3.98436
C 6.31782 0.52977 -2.84818
N 6.32339 0.32180 -1.53853
C 5.28633 -0.13001 -0.95665
N 4.39076 -0.59970 -0.36354
```

=====

Question: The highest calculated total energy belongs to which entry?
Answer: C42H126MgO25S

=====

Question: Look up the calculated total energy of the first one.
Answer: -113066.52163 eV

=====

Question: Which of these has the lowest calculated total energy?
Answer: C42H28N6NiO9S2

=====

Question: What is the calculated total energy in the first record?
Answer: -113066.52163 eV